# 1
83
Properties=species:S:1:pos:R:3:forces:R:3:lowdin_spin:R:1 method="wB97M-V/def2-TZVPD" homo_ha="-0.4005 / -0.4003" max_force_ha_per_bohr=0.074 charge=+1 multiplicity=2
Rh -0.33312 1.10848 -0.55810 2.48 2.18 1.90 0.0507
C -2.88438 4.61959 -1.23216 0.02 -0.05 -0.05 0.0001
C -2.62711 3.26009 -1.37685 -0.08 0.23 0.12 0.0012
N -1.65426 2.88611 -0.54923 -0.53 -1.24 -0.75 0.0008
N -1.26396 3.98312 0.13423 0.07 0.24 0.03 0.0001
C -1.99141 5.04208 -0.26745 -0.08 -0.05 -0.06 0.0001
B -0.07487 3.85996 1.12496 -0.29 0.48 -0.01 0.0001
N -0.40546 2.67512 2.03619 0.07 -0.03 0.28 -0.0005
C -0.82580 2.67621 3.31477 -0.15 -0.12 0.04 -0.0001
C -1.26746 1.40866 3.62953 0.02 0.00 -0.05 0.0003
C -1.09309 0.66896 2.46160 0.01 -0.27 0.10 0.0006
N -0.56828 1.44684 1.52095 0.18 -0.11 -1.11 0.0001
N 1.14829 3.52711 0.23721 0.30 0.04 -0.03 0.0007
C 2.36180 4.09173 0.17183 0.09 0.00 -0.07 -0.0001
C 3.02699 3.58678 -0.93348 -0.02 0.01 -0.03 -0.0001
C 2.13489 2.69637 -1.51026 0.00 0.06 -0.16 0.0030
N 1.00155 2.69557 -0.80532 -1.07 -0.94 -0.11 0.0041
N 0.21609 5.07849 1.96148 0.20 -0.19 0.22 0.0000
C 1.15321 5.11937 2.95793 -0.08 -0.06 -0.08 0.0000
C 1.18531 6.39391 3.44594 -0.03 0.26 0.01 0.0000
C 0.22391 7.08943 2.67809 0.07 -0.18 0.02 0.0000
N -0.34833 6.29830 1.78986 0.01 0.04 0.00 0.0000
H -3.61422 5.21089 -1.75819 0.02 -0.01 0.06 0.0000
H -3.11810 2.55634 -2.02515 0.04 0.00 0.05 0.0003
H -1.81977 6.00878 0.17447 0.02 -0.07 0.04 0.0000
H -0.80546 3.57197 3.91292 0.07 0.00 -0.08 0.0000
H -1.65044 1.06185 4.57391 0.05 0.00 -0.05 0.0000
H -1.30154 -0.36924 2.26274 0.02 0.09 -0.01 0.0000
H 2.68830 4.81407 0.90180 -0.09 0.02 -0.04 0.0000
H 4.01657 3.84095 -1.27137 -0.04 -0.02 0.02 0.0000
H 2.24710 2.07685 -2.38597 0.02 -0.03 0.09 0.0010
H 1.73060 4.24868 3.23849 -0.06 0.04 -0.05 0.0000
H 1.80975 6.78149 4.23411 -0.04 -0.05 -0.04 0.0000
H -0.07021 8.12568 2.74441 0.01 -0.05 -0.02 0.0000
F -5.57341 0.49397 -5.32658 -0.17 0.03 -0.07 0.0410
C -4.40126 0.58842 -4.76213 0.15 -0.02 0.14 0.1103
C -4.24392 0.20429 -3.42788 -0.04 0.04 -0.11 -0.0041
F -5.28494 -0.22547 -2.74052 -0.10 -0.05 0.01 -0.0080
C -3.01060 0.29651 -2.83969 0.15 0.12 -0.13 0.0676
F -2.90349 -0.02959 -1.56692 0.06 -0.13 0.16 0.0198
C -1.87355 0.74617 -3.55610 0.00 -0.16 0.15 0.0868
S -0.29074 0.78965 -2.93532 0.06 0.27 0.57 0.5371
C -2.07980 1.13901 -4.89978 0.11 -0.09 0.12 0.0745
F -1.06546 1.59322 -5.60327 0.09 0.00 -0.06 0.0223
C -3.31844 1.07825 -5.48675 -0.08 0.01 -0.16 -0.0080
F -3.48796 1.47204 -6.73439 -0.05 -0.02 -0.06 -0.0097
O -0.80108 -1.00230 0.00964 -0.77 0.27 -0.08 0.0031
S -0.53638 -2.47840 0.23276 0.18 0.02 -0.51 0.0007
C 1.15333 -2.83084 -0.37179 -0.05 -0.01 0.16 0.0004
C 1.87854 -3.76458 0.56284 -0.05 -0.02 0.09 0.0001
C 2.55640 -4.86681 0.06116 0.07 -0.04 -0.11 0.0000
C 3.24861 -5.71509 0.91504 0.01 0.01 -0.01 0.0000
C 3.25627 -5.47314 2.28042 -0.01 -0.01 0.00 0.0000
C 2.57333 -4.37705 2.79099 0.00 0.01 0.03 0.0000
C 1.89200 -3.52559 1.93584 0.00 0.08 -0.03 0.0000
C -1.46591 -3.35452 -1.07148 -0.04 -0.14 0.29 0.0004
C -1.01072 -4.78875 -1.11377 0.07 0.01 0.06 0.0001
C -0.38291 -5.30201 -2.24428 -0.02 0.00 0.00 0.0000
C 0.10808 -6.60073 -2.24517 0.01 0.04 -0.04 0.0000
C -0.01502 -7.39122 -1.11171 0.02 0.01 0.00 0.0000
C -0.63752 -6.88479 0.02091 -0.01 0.00 0.02 0.0000
C -1.13511 -5.59068 0.01996 -0.08 0.02 -0.03 0.0000
H 1.61390 -1.84563 -0.40632 0.02 0.04 0.01 0.0001
H 1.09331 -3.24099 -1.37832 0.01 0.05 -0.02 0.0001
H 2.56126 -5.05624 -1.00694 -0.05 -0.02 0.04 0.0000
H 3.78470 -6.56477 0.51131 -0.02 0.02 0.00 0.0000
H 3.79734 -6.13219 2.94748 -0.03 0.00 -0.02 0.0000
H 2.57346 -4.18374 3.85637 0.01 0.04 -0.04 0.0000
H 1.37400 -2.66243 2.34440 0.02 -0.05 0.03 0.0000
H -1.29606 -2.82342 -2.00880 0.04 0.02 0.00 0.0006
H -2.51132 -3.26264 -0.77282 -0.02 0.06 -0.07 0.0000
H -0.28508 -4.68600 -3.13239 0.02 -0.02 0.02 0.0000
H 0.59628 -6.98902 -3.13065 -0.04 -0.01 0.03 0.0000
H 0.37514 -8.40109 -1.11037 -0.01 0.03 0.00 0.0000
H -0.73141 -7.49869 0.90772 -0.01 0.03 -0.02 0.0000
H -1.62700 -5.19768 0.90380 0.03 -0.04 0.00 0.0000
N 1.59192 0.32544 0.00848 -0.51 -0.74 -0.48 0.0008
C 2.10212 0.57204 1.03952 -0.14 0.25 -0.07 0.0003
C 2.66570 0.86661 2.23991 0.02 -0.13 0.22 0.0006
C 3.59161 1.94013 2.37778 -0.10 -0.01 0.07 0.0001
N 4.30986 2.83069 2.51616 -0.09 -0.06 -0.08 0.0004
C 2.22078 0.12770 3.37914 0.10 0.03 -0.02 0.0001
N 1.82407 -0.45861 4.28864 0.02 0.00 -0.14 0.0004

# 2
78
Properties=species:S:1:pos:R:3:forces:R:3:lowdin_charge:R:1 method="wB97M-V/def2-TZVPD" homo_ha=-0.2928 max_force_ha_per_bohr=0.057 multiplicity=1
Y 0.72715 -0.25626 0.34035 -0.26 -0.46 0.19 1.4601
O -2.50715 -3.84204 4.27984 -0.21 -0.02 -0.21 0.1449
C -3.33914 -3.51492 3.31453 -0.52 -0.12 -0.40 -0.5132
O -4.50299 -3.82012 3.30100 -0.19 -0.18 0.25 0.0886
C -2.81082 -2.69553 2.18797 1.37 0.16 0.39 -0.0274
C -3.56041 -2.27267 1.11729 -0.93 0.38 -0.17 -0.5662
Cl -5.13096 -2.61742 0.52813 0.41 -0.07 0.45 0.8186
N -2.85562 -1.35587 0.45664 1.90 0.58 -1.19 -0.0824
N -1.59338 -1.22818 0.92369 -0.35 -1.09 1.39 0.0867
C -1.54182 -2.03828 1.99527 -0.82 0.54 -0.71 -0.0915
C -0.22097 -2.09969 2.72478 -1.54 -1.10 0.58 -0.5479
O -0.16925 -2.87066 3.68545 0.64 0.54 -0.33 0.0796
O 0.68481 -1.36473 2.23688 0.79 0.28 0.14 -0.1485
C -3.04507 -0.80614 -0.84781 -0.73 -0.80 -0.05 -0.2448
C -2.66056 -1.59028 -1.94415 0.82 0.11 0.33 -0.0284
C -2.84176 -1.12352 -3.22067 -0.85 0.51 -0.63 -0.0654
C -3.52567 0.10623 -3.34952 0.23 0.19 -2.03 -0.0761
C -3.86440 0.89011 -2.26389 0.02 -0.98 0.52 -0.0558
C -3.65397 0.40821 -0.95763 -0.13 1.36 -0.48 0.0047
H -1.61909 -3.50500 4.01747 0.70 -0.03 0.47 0.0470
H -2.07849 -2.48456 -1.76745 -0.23 -0.22 0.15 0.1131
H -2.55175 -1.69713 -4.13182 -0.20 0.49 0.97 0.1078
H -3.75434 0.45757 -4.40632 0.31 -0.31 1.55 0.1270
H -4.35573 1.82485 -2.39072 -0.24 0.61 -0.20 0.0990
H -3.90093 1.05261 -0.08816 0.10 -0.81 -0.58 0.1176
N 2.99235 2.45238 -0.19150 -0.30 0.08 0.68 0.1478
C 3.56733 1.23826 -0.19510 -0.47 0.76 0.26 -0.7239
N 3.09314 0.23545 0.48359 -0.24 -0.77 0.63 -0.0118
C 3.79497 -0.94599 0.18399 0.84 1.48 -0.86 -0.3198
C 3.58471 -2.18485 0.72362 -2.52 -0.44 1.49 -0.0431
C 4.23462 -3.28094 0.23767 1.21 -0.54 0.06 -0.0642
C 5.25539 -3.06549 -0.69227 1.11 -1.82 -0.54 -0.0937
C 5.60038 -1.83309 -1.18682 -1.25 0.96 0.17 -0.0784
C 4.80305 -0.75406 -0.78135 0.26 -1.02 0.57 -0.4612
S 4.90964 0.91407 -1.17590 0.96 0.22 -1.04 1.1442
H 2.43249 2.69927 0.62336 0.04 -0.20 -0.16 0.0438
H 3.41686 3.26132 -0.59615 0.41 -0.02 -0.40 0.1099
H 2.78017 -2.29084 1.49628 0.89 0.05 -0.62 0.1226
H 4.07827 -4.27815 0.67179 -0.06 0.55 -0.38 0.1214
H 5.88355 -3.91058 -1.06142 -0.77 0.56 0.46 0.1212
H 6.36505 -1.71765 -1.92355 0.44 0.04 -0.21 0.1055
C -4.59486 2.59375 2.49423 -0.21 0.08 0.09 -0.0759
C -3.61300 1.68223 2.91942 -0.54 1.80 -1.05 -0.0726
C -2.37339 1.73109 2.30346 -0.24 -0.75 0.26 -0.1503
C -2.11347 2.54309 1.20570 0.17 -0.01 0.76 -0.3884
C -3.10421 3.43581 0.81796 1.26 0.16 -1.86 -0.1421
C -4.31288 3.46725 1.43325 -1.72 -0.18 0.77 -0.1142
Si -0.39981 2.31878 0.51390 0.07 1.16 -0.69 0.6076
C 0.74738 3.12428 1.79510 -0.02 0.36 0.05 -0.3998
C 1.25481 2.46523 2.94027 0.24 1.62 -0.22 -0.0999
C 2.20659 3.14231 3.73898 -0.47 -1.05 -0.60 -0.0864
C 2.74303 4.34729 3.34477 -0.45 0.48 -0.34 -0.0939
C 2.22893 5.00813 2.21201 -0.03 -0.39 0.41 -0.0886
C 1.20816 4.43407 1.44955 0.85 -0.39 1.60 -0.1449
H -5.58917 2.67957 2.97184 0.73 -0.37 -0.26 0.1086
H -3.80826 0.99997 3.69133 -0.22 -0.78 1.03 0.0869
H -1.61970 1.03940 2.68501 0.01 0.09 -0.21 0.0828
H -2.90921 4.03550 -0.09153 -0.22 -0.12 0.68 0.1111
H -5.11426 4.11522 1.06269 0.38 -0.07 0.23 0.1070
H -0.19784 3.44643 -0.50681 -0.34 -0.65 0.00 -0.0293
H 0.88218 1.49004 3.26615 0.12 0.21 -0.23 0.0915
H 2.54665 2.65558 4.63441 0.20 -0.05 0.30 0.0979
H 3.50243 4.81769 3.95934 -0.01 0.01 -0.13 0.1006
H 2.62599 5.98640 1.97728 -0.06 0.08 -0.15 0.0968
H 0.80121 5.03150 0.64186 -0.13 -0.44 -0.11 0.0851
Br -0.77814 -3.88518 -6.19237 0.26 -0.06 -0.03 0.7572
C 0.63104 -2.96815 -5.33580 0.30 0.49 1.73 -0.6581
C 1.80296 -2.59877 -5.97147 -0.99 0.41 0.83 -0.1596
N 2.72054 -1.78184 -5.43147 -0.10 -0.79 -1.66 0.0867
C 2.50502 -1.31266 -4.24513 -0.71 -0.35 1.95 -0.0827
C 1.43965 -1.74002 -3.41622 -0.58 -0.70 -1.20 -0.0782
C 0.49281 -2.61064 -3.97674 0.32 0.22 -0.40 -0.0353
C 1.18395 -1.22349 -2.04878 0.07 -0.24 -1.06 -0.6027
O 0.50949 -1.92115 -1.23769 -0.01 0.05 0.24 -0.0895
O 1.58803 -0.06717 -1.77046 0.13 0.22 -0.02 -0.0936
H 1.88711 -2.94397 -6.95651 0.77 -0.23 -1.41 0.0859
H 3.24792 -0.65652 -3.84775 0.30 0.55 0.27 0.1101
H -0.34732 -2.97676 -3.38715 0.22 0.20 -0.12 0.1029

# 3
78
Properties=species:S:1:pos:R:3:forces:R:3:lowdin_spin:R:1 method="wB97M-V/def2-TZVPD" homo_ha="-0.0655 / -0.0653" max_force_ha_per_bohr=0.016 charge=-2 multiplicity=3
Ni 0.25858 0.98150 0.00213 0.26 0.18 -0.11 1.7515
Cl 1.65158 5.48556 2.00491 0.01 0.00 0.01 0.0000
C 1.72272 3.88860 2.69937 0.01 0.00 0.00 0.0009
C 2.19413 3.74675 4.00425 0.00 -0.04 0.00 0.0007
C 2.26264 2.51877 4.60692 0.01 0.03 0.02 -0.0009
Cl 2.86228 2.39952 6.25231 -0.01 -0.01 -0.02 0.0001
C 1.84756 1.35825 3.91766 -0.02 -0.04 0.01 0.0012
C 1.85469 0.04528 4.44321 0.03 0.02 -0.01 -0.0030
C 1.42111 -0.99991 3.67762 0.01 0.01 0.00 0.0021
C 0.96753 -0.75594 2.36905 0.10 -0.09 -0.01 0.0017
N 0.94706 0.45418 1.86928 -0.03 0.14 0.04 0.0451
C 1.37424 1.51368 2.59745 -0.02 -0.05 0.01 0.0032
C 1.29710 2.80041 1.91350 0.00 0.01 -0.10 0.0044
O 0.85889 2.87662 0.73274 -0.07 0.01 0.20 0.0437
H 2.50974 4.62702 4.54861 -0.01 0.01 -0.02 0.0001
H 2.21344 -0.11480 5.45154 -0.01 0.00 0.01 -0.0002
H 1.41782 -2.01170 4.05953 0.01 0.00 0.00 0.0004
H 0.61983 -1.55024 1.71665 -0.05 0.03 0.00 0.0006
O 4.93904 -2.68558 -1.28447 0.02 -0.03 -0.17 0.0012
C 3.96472 -1.96463 -1.36569 -0.06 0.00 0.04 0.0010
C 2.51764 -2.37996 -1.24400 0.14 0.13 -0.08 0.0029
O 2.06917 -3.51698 -1.36278 -0.11 -0.06 0.09 0.0019
C 1.81112 -1.14500 -0.96820 -0.24 0.22 -0.03 0.0044
C 2.65972 -0.01395 -1.10191 0.04 -0.05 0.04 0.0009
O 2.22871 1.14326 -0.84740 -0.06 -0.01 -0.13 0.0348
C 3.97681 -0.46322 -1.58680 -0.04 -0.02 0.05 0.0005
O 4.88834 0.18224 -2.07546 0.04 0.03 0.12 -0.0013
O 0.57777 -0.97618 -0.66660 -0.14 -0.24 0.04 0.0406
C -5.17855 -1.67660 -3.72430 0.05 0.00 0.01 0.0000
O -3.95613 -2.10999 -3.17581 0.01 0.03 -0.02 0.0000
C -2.80989 -1.82449 -3.86446 -0.03 0.02 0.01 0.0000
C -2.78724 -1.49772 -5.21219 0.04 -0.01 0.00 0.0000
C -1.56972 -1.28454 -5.85295 -0.04 -0.01 0.00 0.0000
C -0.38792 -1.40162 -5.14568 0.02 0.00 0.02 0.0000
C -0.41477 -1.69668 -3.78719 0.02 0.01 0.00 0.0000
C -1.61573 -1.89082 -3.12071 -0.06 -0.04 0.13 0.0000
N -1.66785 -2.22404 -1.75846 -0.08 -0.09 -0.05 0.0001
C -2.26664 -1.42484 -0.79082 -0.71 0.36 0.01 0.0005
N -2.90776 -0.27881 -1.19665 0.66 0.08 -0.15 0.0011
C -2.90534 0.93507 -0.44036 -0.22 -0.14 -0.02 0.0102
C -1.78344 1.42914 0.22711 0.24 -0.05 -0.15 0.0393
C -2.04507 2.54062 1.05228 -0.10 0.14 -0.01 0.0054
C -3.28518 3.14649 1.15305 0.05 -0.05 -0.05 0.0009
C -4.35697 2.69083 0.39011 0.02 -0.02 -0.01 -0.0005
C -4.15181 1.58023 -0.40790 -0.09 -0.03 0.10 0.0018
O -5.13566 1.02129 -1.20427 -0.02 0.04 0.00 0.0006
C -6.40679 1.60860 -1.14362 0.02 -0.02 0.01 0.0002
N -2.22849 -1.81677 0.42660 0.53 -0.19 0.15 -0.0001
C -3.06008 -1.26493 1.38562 -0.30 0.13 -0.03 0.0003
C -2.57450 -0.62041 2.52053 -0.08 -0.13 0.04 0.0001
C -3.42161 -0.19314 3.53510 0.05 0.00 0.02 0.0000
C -4.78755 -0.39255 3.43619 0.00 -0.05 -0.05 0.0000
C -5.30526 -1.00853 2.29907 0.00 0.02 0.05 0.0001
C -4.45946 -1.42419 1.28333 0.00 0.01 -0.02 0.0001
O -4.92412 -1.99955 0.12637 -0.02 -0.24 0.11 0.0000
C -6.12453 -2.72409 0.21682 0.05 0.11 -0.02 0.0000
H -5.92261 -1.80906 -2.94173 0.00 0.00 0.01 0.0000
H -5.46179 -2.26634 -4.60311 -0.01 -0.01 -0.01 0.0000
H -5.13743 -0.61832 -4.00082 0.00 0.01 0.01 0.0000
H -3.71046 -1.42967 -5.77114 -0.01 0.00 0.00 0.0000
H -1.55831 -1.02889 -6.90548 0.00 0.00 0.00 0.0000
H 0.56268 -1.23710 -5.63598 0.01 -0.01 0.01 0.0000
H 0.50285 -1.76038 -3.22068 0.06 -0.01 0.07 0.0000
H -0.83666 -2.65321 -1.36905 0.10 0.03 -0.09 0.0002
H -3.17098 -0.19402 -2.16013 0.04 -0.05 -0.09 0.0000
H -1.23943 2.98103 1.62297 0.04 -0.02 -0.02 0.0008
H -3.42009 4.00188 1.80679 -0.01 0.00 0.01 0.0003
H -5.31849 3.18180 0.44701 -0.01 0.00 -0.01 0.0000
H -7.04162 1.04545 -1.82733 0.00 -0.01 -0.01 0.0000
H -6.38730 2.65879 -1.45641 -0.01 0.01 -0.01 0.0000
H -6.83087 1.55244 -0.13499 0.01 0.00 0.02 0.0000
H -1.51055 -0.44067 2.57902 -0.03 -0.03 0.03 -0.0001
H -3.00340 0.30563 4.40130 0.00 0.01 -0.01 0.0000
H -5.45489 -0.07218 4.22721 0.00 0.03 -0.01 0.0000
H -6.37469 -1.15115 2.20373 0.00 0.01 0.00 0.0000
H -6.17481 -3.35803 -0.66805 0.01 0.01 -0.02 0.0000
H -7.00288 -2.06739 0.22961 -0.02 0.02 0.01 0.0000
H -6.14398 -3.35174 1.11343 -0.02 -0.02 0.01 0.0000

Record-wise relative energy (zero: lowest compared OMol25 entry of this formula, charge and spin) values, in kcal per mole: 45.81, 6.68, 4.05